P) {
  "formula": "C3H10N2",
  "method": "the ωB97M-V functional and the def2-TZVPD basis",
  "species": ["C", "N", "H", "H", "H", "C", "C", "N", "H", "H", "H", "H", "H", "H", "H"],
  "coordinates": [[2.43264, -1.67553, -0.32901], [2.30222, -1.06719, 0.75198], [2.62107, -1.15866, -1.27388], [2.41640, -2.75132, -0.53730], [2.17115, -1.60601, 1.60299], [-0.78923, 0.14535, 0.77885], [-0.82109, 1.01924, -0.44581], [-2.22915, 1.27559, -0.85473], [-1.25383, -0.82067, 0.56977], [0.26351, 0.02113, 1.03255], [-1.35274, 0.59060, 1.59777], [-0.31529, 1.98055, -0.29169], [-0.30410, 0.60728, -1.31383], [-2.81460, 1.24654, -0.02586], [-2.32697, 2.19309, -1.26181]],
  "lumo_energy_ev": 1.2,
  "homo_lumo_gap_ha": 0.3734,
  "homo_ev": -8.989,
  "smiles": "C=N.CCN",
  "charge": 0
}

---

Q) {
  "formula": "C3H10N2",
  "method": "the ωB97M-V functional and the def2-TZVPD basis",
  "species": ["C", "N", "H", "H", "H", "H", "H", "C", "C", "N", "H", "H", "H", "H", "H"],
  "coordinates": [[2.92044, 0.44748, 0.31606], [4.05999, 0.67285, 1.17039], [3.23919, 0.03900, -0.64294], [2.43065, 1.38323, 0.05509], [2.16228, -0.22366, 0.73443], [3.80947, 0.97956, 2.10286], [4.53380, -0.18702, 1.33020], [-3.21684, -0.31568, 0.51684], [-2.77238, 0.05235, -0.68219], [-2.72073, -0.76370, -1.79501], [-3.46322, -1.32866, 0.79635], [-3.29156, 0.41169, 1.31112], [-2.28253, 0.99570, -0.87175], [-3.13253, -1.66804, -1.69424], [-2.27604, -0.49509, -2.64722]],
  "lumo_energy_ev": 1.0,
  "homo_lumo_gap_ha": 0.3314,
  "homo_ev": -8.062,
  "smiles": "C=CN.CN",
  "charge": 0
}

---

R) {
  "formula": "C3H10N2",
  "method": "the ωB97M-V functional and the def2-TZVPD basis",
  "species": ["C", "C", "C", "H", "H", "H", "H", "H", "H", "H", "H", "H", "H", "N", "N"],
  "coordinates": [[1.46343, -0.48867, 0.87891], [0.08154, -0.47782, 0.21087], [-0.32182, 0.96817, -0.02553], [1.88395, -1.50236, 1.00834], [2.16323, 0.06017, 0.21839], [1.47485, 0.05870, 1.86315], [-0.63815, -0.95395, 0.91257], [0.19083, -2.17409, -0.88725], [-0.62232, -0.90643, -1.64288], [0.39972, 1.41468, -0.70515], [-0.31757, 1.49557, 0.93647], [-1.90170, 1.92453, -1.02377], [-2.39707, 0.72567, -0.02103], [0.19081, -1.15286, -1.05314], [-1.64975, 1.00868, -0.66995]],
  "lumo_energy_ev": 1.2,
  "homo_lumo_gap_ha": 0.3750,
  "homo_ev": -9.025,
  "smiles": "C[C@H](N)CN",
  "charge": 0
}

---

S) {
  "formula": "C3H10N2",
  "method": "the ωB97M-V functional and the def2-TZVPD basis",
  "species": ["C", "C", "H", "H", "H", "H", "N", "C", "N", "H", "H", "H", "H", "H", "H"],
  "coordinates": [[2.36455, 0.87640, 1.80777], [1.86330, 1.29807, 2.97030], [1.67368, 0.81934, 0.97441], [3.41399, 1.06994, 1.63727], [0.84131, 1.23222, 3.31185], [2.59660, 1.51265, 3.74566], [-1.57256, -1.62332, -0.88815], [-0.95359, -0.72751, -1.92476], [-1.73777, 0.49649, -2.10388], [-0.93352, -2.39922, -0.73919], [-2.36533, -2.06239, -1.35206], [-0.04576, -0.37753, -1.43130], [-0.78024, -1.33167, -2.81186], [-1.63534, 0.95791, -1.18998], [-2.72930, 0.25861, -2.00609]],
  "lumo_energy_ev": 1.0,
  "homo_lumo_gap_ha": 0.3986,
  "homo_ev": -9.871,
  "smiles": "C=C.NCN",
  "charge": 0
}

---

Which of them is the least stable? Correct choice: S).

---

P) {
  "formula": "C2H11N2O2",
  "method": "the ωB97M-V functional and the def2-TZVPD basis",
  "species": ["C", "C", "N", "N", "H", "H", "H", "H", "H", "H", "H", "H", "H", "O", "H", "H", "O"],
  "coordinates": [[-1.11037, 0.31380, -0.59781], [-1.02919, -0.75867, -1.40853], [-0.54538, -0.66233, -2.70102], [-1.01553, 0.00956, 0.89871], [-0.75267, 1.30860, -0.81550], [-1.10920, -1.77332, -1.03820], [-1.04345, -1.26065, -3.32391], [0.10585, 0.07055, -2.90323], [-1.90016, 0.39420, 1.20127], [-1.00148, -1.00108, 0.96742], [-0.21738, 0.47385, 1.36407], [2.82216, -1.97590, 0.42766], [3.14775, -0.61664, -0.08199], [2.45482, -1.07609, 0.40618], [-0.01695, 2.43215, 3.17094], [0.91572, 2.30519, 1.92799], [0.29545, 1.81677, 2.50597]],
  "lumo_energy_ev": -3.0,
  "homo_lumo_gap_ha": 0.3704,
  "homo_ev": -13.031,
  "charge": 1
}

---

Q) {
  "formula": "C2H11N2O2",
  "method": "the ωB97M-V functional and the def2-TZVPD basis",
  "species": ["C", "N", "C", "N", "H", "H", "H", "H", "H", "H", "H", "H", "H", "O", "H", "H", "O"],
  "coordinates": [[0.91442, 2.86187, -0.66582], [0.84781, 1.42333, -0.47662], [1.81587, 0.56968, -0.24792], [1.74837, -0.68948, -0.64590], [1.86699, 3.28292, -0.35907], [0.72998, 3.07429, -1.70996], [0.15735, 3.36367, -0.06472], [-0.10035, 1.05490, -0.45673], [2.77185, 0.99057, 0.05355], [0.77209, -0.99606, -0.72333], [2.50162, -1.34060, -0.47007], [-3.27105, -3.59515, 3.12259], [-3.74194, -2.49364, 2.11292], [-2.98558, -2.99261, 2.42858], [-1.18224, -2.04667, -0.08494], [-1.80053, -1.22336, -1.20571], [-1.04466, -1.24366, -0.60686]],
  "lumo_energy_ev": -3.4,
  "homo_lumo_gap_ha": 0.3951,
  "homo_ev": -14.177,
  "charge": 1
}

---

R) {
  "formula": "C2H11N2O2",
  "method": "the ωB97M-V functional and the def2-TZVPD basis",
  "species": ["C", "N", "C", "N", "H", "H", "H", "H", "H", "H", "H", "H", "H", "O", "H", "H", "O"],
  "coordinates": [[-0.28613, -2.22163, 0.77929], [0.05538, -1.21737, -0.28799], [-0.92587, -0.52815, -0.88308], [-0.58231, 0.45162, -1.76255], [-0.82804, -2.95120, 0.22408], [-0.84219, -1.77143, 1.74135], [0.62102, -2.58377, 1.29706], [0.96538, -0.63995, -0.18463], [-2.03594, -0.77776, -0.81625], [0.26296, 0.95338, -1.56407], [-1.31589, 0.83684, -2.29808], [1.43814, 2.09648, 0.08824], [2.51584, 1.02539, -0.68906], [1.54992, 1.17876, -0.49820], [-0.69173, 1.40818, 1.39318], [-0.03101, 2.86651, 1.76065], [0.13048, 1.87411, 1.70006]],
  "lumo_energy_ev": -3.8,
  "homo_lumo_gap_ha": 0.4023,
  "homo_ev": -14.753,
  "charge": 1
}

---

S) {
  "formula": "C2H11N2O2",
  "method": "the ωB97M-V functional and the def2-TZVPD basis",
  "species": ["C", "C", "N", "N", "H", "H", "H", "H", "H", "H", "H", "H", "H", "O", "H", "H", "O"],
  "coordinates": [[-1.99559, -0.00494, 0.52715], [-1.39420, 0.03624, -0.67370], [0.08843, -0.11346, -0.70087], [-1.27991, -0.00196, 1.69332], [-3.03839, -0.21962, 0.71395], [-1.69232, 0.37910, -1.65091], [0.36638, -0.59284, 0.15785], [0.56403, 0.79931, -0.74189], [0.34597, -0.67226, -1.49344], [-1.64336, -0.35092, 2.54799], [-0.37953, 0.40414, 1.77106], [4.12891, -2.71845, 0.32769], [3.43378, -2.67829, -0.98613], [3.40004, -3.16107, -0.15486], [-0.80914, 2.44620, -0.12449], [-0.05063, 3.69839, -0.57663], [-0.04449, 2.75045, -0.63609]],
  "lumo_energy_ev": -3.4,
  "homo_lumo_gap_ha": 0.3722,
  "homo_ev": -13.543,
  "charge": 1
}

---

Which of them is the least stable? Correct choice: S).

---

P) {
  "formula": "CH6N4S",
  "method": "the ωB97M-V functional and the def2-TZVPD basis",
  "species": ["C", "N", "N", "N", "N", "S", "H", "H", "H", "H", "H", "H"],
  "coordinates": [[-0.96193, -0.09856, 0.86033], [2.30950, 1.18976, -1.21402], [-0.46977, -0.65953, 2.06289], [-1.35983, -0.77015, -0.10079], [1.20989, 0.65961, -1.19626], [0.06784, 0.55934, -2.38175], [-0.87024, 0.96466, 0.78635], [2.56526, 1.60889, -2.05201], [-0.33186, -1.57541, 2.33360], [0.21656, -0.05425, 2.43852], [-0.95686, -0.05582, -1.66319], [-1.41855, -1.76855, 0.12634]],
  "lumo_energy_ev": 1.0,
  "homo_lumo_gap_ha": 0.3507,
  "homo_ev": -8.536,
  "smiles": "[H]/N=C\\N.[H]/N=N\\S",
  "charge": 0
}

---

Q) {
  "formula": "CH6N4S",
  "method": "the ωB97M-V functional and the def2-TZVPD basis",
  "species": ["C", "H", "H", "H", "H", "H", "H", "N", "N", "N", "N", "S"],
  "coordinates": [[0.00378, 0.45395, -0.09031], [2.24568, -0.37985, -0.79082], [2.55494, -1.21224, 0.56406], [0.01467, -1.41192, -0.62598], [0.11974, 2.40213, -0.20692], [-1.76399, 1.45227, 0.04558], [-2.12001, -0.55184, 1.39268], [1.85609, -1.11256, -0.28438], [0.57786, -0.96490, 0.29904], [0.61490, 1.47237, 0.21824], [-1.39898, 0.44341, -0.48478], [-2.70467, -0.59081, -0.03641]],
  "lumo_energy_ev": 0.2,
  "homo_lumo_gap_ha": 0.3520,
  "homo_ev": -9.334,
  "smiles": "[H]/N=C(/NN)NS",
  "charge": 0
}

---

Which of them is the least stable? Correct choice: Q).